[1]
Below is C59H50FN6O2ReS3 as an isolated structure, with properties calculated with ωB97M-V/def2-TZVPD.

Gap between HOMO and LUMO (spin up / spin down): 6.657 / 6.901 eV

ORCA input file:
```
! wB97M-V def2-TZVPD RIJCOSX def2/J DEFGRID3
* xyz 1 4
Re -0.9830 -1.0780 -1.5949
O -1.4401 -2.5495 -0.2586
C -2.2714 -3.5609 -0.4531
C -3.1888 -3.9067 0.5474
C -4.0324 -4.9865 0.3851
C -3.9759 -5.7830 -0.7644
C -3.0575 -5.4688 -1.7381
C -2.2165 -4.3554 -1.6048
C -1.2530 -4.0801 -2.6404
N -0.6097 -2.9907 -2.8339
C 0.3879 -3.0502 -3.9146
C 1.5444 -2.1531 -3.5550
N 0.9375 -0.8629 -3.3705
C 1.4839 0.1732 -3.8564
C 0.8553 1.4746 -3.8511
C 1.4716 2.5316 -4.5419
C 0.8456 3.7439 -4.7118
C -0.4462 3.9019 -4.1906
C -1.0586 2.8910 -3.4900
C -0.4208 1.6504 -3.2767
O -1.0656 0.7411 -2.5909
H -3.2252 -3.2884 1.4364
H -4.7537 -5.2189 1.1599
H -4.6345 -6.6329 -0.8794
H -2.9786 -6.0794 -2.6324
H -1.0483 -4.9150 -3.3149
H -0.0662 -2.6835 -4.8380
H 0.7216 -4.0753 -4.0756
H 2.3074 -2.1690 -4.3389
H 1.9913 -2.4842 -2.6127
H 2.4483 0.0953 -4.3766
H 2.4534 2.3594 -4.9758
H 1.3217 4.5420 -5.2660
H -0.9706 4.8393 -4.3365
H -2.0553 3.0093 -3.0814
N 1.0932 -0.9902 -0.5838
S 2.0449 -0.9702 0.5062
N 2.1317 0.3648 1.5264
S 1.0674 0.7009 2.5797
N -0.4509 0.5712 2.3164
S -1.2501 1.0787 0.9743
N -1.4835 0.1082 -0.0626
C -2.7606 1.6141 1.7326
C -3.8016 1.8633 0.8434
C -5.0331 2.2422 1.3501
C -5.2166 2.3508 2.7246
C -4.1716 2.0882 3.5986
C -2.9262 1.7199 3.1052
C -0.4240 2.5745 0.4925
C -0.8383 3.8184 0.9529
C -0.1272 4.9417 0.5530
C 0.9712 4.8084 -0.2865
C 1.3595 3.5576 -0.7485
C 0.6560 2.4281 -0.3696
C 1.5191 2.3346 3.0991
C 2.6526 2.9512 2.5988
C 2.9636 4.2263 3.0523
C 2.1482 4.8526 3.9832
C 1.0139 4.2140 4.4757
C 0.6889 2.9448 4.0327
C 1.2388 -0.2171 4.0869
C 2.4559 -0.1004 4.7487
C 2.6347 -0.7972 5.9290
C 1.6106 -1.5996 6.4244
C 0.4073 -1.7098 5.7438
C 0.2076 -1.0111 4.5603
C 2.0684 -2.3255 1.6680
C 3.1213 -2.4791 2.5705
C 3.0807 -3.5342 3.4642
C 1.9973 -4.4104 3.4544
C 0.9564 -4.2349 2.5559
C 0.9869 -3.1852 1.6442
C 3.7273 -0.8684 -0.0590
C 4.4011 -2.0414 -0.3665
C 5.6551 -1.9578 -0.9544
C 6.2102 -0.7170 -1.2394
C 5.5107 0.4488 -0.9508
C 4.2594 0.3794 -0.3584
H -3.6327 1.7396 -0.2207
H -5.8539 2.4432 0.6734
H -6.1847 2.6384 3.1171
H -4.3251 2.1624 4.6675
H -2.1032 1.5036 3.7718
H -1.6858 3.9101 1.6201
H -0.4336 5.9213 0.8974
H 1.5109 5.6916 -0.6088
H 2.1890 3.4655 -1.4400
H 0.9142 1.4511 -0.7584
H 3.2695 2.4383 1.8719
H 3.8429 4.7306 2.6727
H 2.3957 5.8485 4.3298
H 0.3838 4.7066 5.2045
H -0.1869 2.4295 4.4084
H 3.2446 0.5282 4.3488
H 3.5710 -0.7155 6.4651
H 1.7553 -2.1419 7.3503
H -0.3820 -2.3399 6.1325
H -0.7187 -1.0832 4.0053
H 3.9543 -1.7853 2.5696
H 3.8911 -3.6761 4.1683
H 1.9714 -5.2374 4.1538
H 0.1175 -4.9207 2.5529
H 0.1860 -3.0286 0.9308
H 3.9553 -3.0062 -0.1547
H 6.1970 -2.8642 -1.1925
H 7.1913 -0.6578 -1.6940
H 5.9405 1.4138 -1.1892
H 3.6951 1.2776 -0.1364
F -4.1107 2.0001 -6.7754
C -3.8606 1.2133 -5.7070
C -4.3473 1.5844 -4.4722
C -4.0766 0.7694 -3.3800
C -3.3342 -0.4006 -3.5061
C -3.0058 -1.2622 -2.3240
C -2.8825 -0.7448 -4.7791
C -3.1327 0.0556 -5.8846
H -4.9254 2.4955 -4.3753
H -4.4602 1.0498 -2.4030
H -3.1578 -2.3073 -2.5872
H -3.6641 -1.0438 -1.4785
H -2.3101 -1.6602 -4.9035
H -2.7763 -0.2067 -6.8734
*
```

=====

[2]
Below is C59H53N14NaO5S2 as an isolated structure, with properties calculated with ωB97M-V/def2-TZVPD.

Gap between HOMO and LUMO: 4.175 eV

ORCA input file:
```
! wB97M-V def2-TZVPD RIJCOSX def2/J DEFGRID3
* xyz -2 1
Na -0.6605 0.5314 1.3325
C -0.4346 -5.6645 0.6951
O -0.5630 -5.5387 2.1095
C 0.0138 -4.4420 2.6635
C 2.3829 -4.7969 3.1630
C 3.5602 -4.0272 3.6789
C 3.4146 -2.6652 3.7930
C 2.2015 -2.0196 3.6263
C 2.1392 -0.5810 3.6307
N 1.0599 0.0922 3.4651
N 1.2793 1.4614 3.5954
C 0.2280 2.2019 3.3082
O -0.9210 1.8599 2.9407
C 0.5288 3.6801 3.3878
C -0.4089 4.5698 2.8771
C -0.1472 5.9300 2.8312
C 1.0532 6.4232 3.3200
C 1.9822 5.5431 3.8623
C 1.7244 4.1831 3.8921
C 0.1539 -3.1546 2.3495
O -0.7850 -1.5590 0.9689
H -1.2957 -6.2293 0.3420
H 0.4869 -6.1940 0.4504
H -0.4185 -4.6902 0.2117
H 2.5144 -5.8730 3.3179
H 4.5137 -4.5198 3.7999
H 4.2905 -2.0500 3.9774
H 3.0779 -0.0373 3.7977
H -1.3281 4.1584 2.4867
H -0.8711 6.6038 2.3893
H 1.2700 7.4834 3.2663
H 2.9241 5.9206 4.2457
H 2.4466 3.4797 4.2831
C 7.1544 2.1729 -2.2924
O 5.9765 2.4488 -3.0131
C 5.2089 3.5165 -2.5782
C 3.8697 3.5082 -2.9601
C 3.0294 4.5311 -2.5768
C 3.5022 5.5976 -1.8070
C 4.8453 5.6119 -1.4609
C 5.6988 4.5761 -1.8220
N 2.7065 6.7328 -1.5082
N 1.5131 6.5961 -1.1425
C 0.9345 5.4287 -0.7102
C -0.4583 5.4275 -0.8611
C -1.2426 4.3179 -0.6802
C -0.6801 3.0609 -0.3127
O -1.3636 2.0286 -0.1926
C 0.7806 3.0639 -0.0315
N 1.3038 1.9057 0.4195
C 2.5461 1.8930 0.8362
C 3.3292 3.0473 0.9105
C 2.8195 4.2204 0.4287
C 1.5372 4.2459 -0.1515
H 7.5327 1.2224 -2.6668
H 6.9506 2.0869 -1.2215
H 7.9206 2.9399 -2.4459
H 3.4984 2.6700 -3.5374
H 1.9844 4.4982 -2.8511
H 5.2151 6.4442 -0.8768
H 6.7315 4.6113 -1.5131
H -0.8979 6.3630 -1.1859
H -2.3145 4.3588 -0.8176
H 2.9312 0.9398 1.1806
H 4.3061 3.0115 1.3768
H 3.3780 5.1392 0.5289
N 2.9201 -0.9922 -0.4604
C 3.5905 -0.6625 -1.6321
C 4.9652 -0.8086 -1.7445
C 5.6060 -0.4753 -2.9295
C 4.8717 -0.0339 -4.0199
C 3.4921 0.0887 -3.9128
C 2.8529 -0.1911 -2.7165
S 1.1186 0.0316 -2.4934
N 0.7382 -1.1434 -1.3354
C 1.6128 -1.4713 -0.4776
C 1.3360 -2.4548 0.5962
C 2.3528 -3.4771 0.8170
C 2.6602 -4.4777 1.7112
C 1.0372 -4.3610 3.7637
C 0.9417 -2.8060 3.6274
N 0.1745 -2.3970 1.1914
H 3.4834 -1.3325 0.3072
H 5.5294 -1.1665 -0.8944
H 6.6817 -0.5636 -2.9961
H 5.3671 0.2285 -4.9445
H 2.9062 0.4346 -4.7522
H 3.0348 -3.4937 -0.0311
H 3.4543 -5.1215 1.3431
H 0.8673 -4.8289 4.7354
H 0.2270 -2.3564 4.3196
C -2.1491 -3.0845 -1.4863
N -2.6060 -1.7163 -1.6187
C -2.5978 -1.3468 -3.0194
N -3.4715 -2.2231 -3.8249
C -3.0001 -3.5965 -3.6407
N -3.0051 -4.0211 -2.2427
C -4.3735 -3.8777 -1.7412
N -4.8883 -2.5130 -1.8600
C -3.9677 -1.6305 -1.1193
C -4.8242 -2.1340 -3.2695
H -2.1739 -3.3528 -0.4305
H -1.1241 -3.1517 -1.8459
H -1.5792 -1.4220 -3.4025
H -2.9370 -0.3153 -3.1223
H -1.9800 -3.6707 -4.0257
H -3.6457 -4.2695 -4.2151
H -4.3904 -4.1658 -0.6878
H -5.0294 -4.5501 -2.3025
H -3.9775 -1.9190 -0.0656
H -4.3202 -0.6006 -1.2078
H -5.1732 -1.1024 -3.3672
H -5.4920 -2.7877 -3.8421
S -7.7525 -0.4866 1.2918
C -6.0031 -0.3429 1.5617
C -5.3335 -1.2733 2.3433
C -3.9716 -1.0991 2.5327
N -3.2977 -0.0895 2.0132
C -3.9394 0.7969 1.2717
C -5.2992 0.7145 1.0180
C -7.6742 -1.5732 -0.1207
C -7.6771 -1.0641 -1.4115
C -7.6942 -1.9507 -2.4755
N -7.7115 -3.2732 -2.3371
C -7.6818 -3.7514 -1.0957
C -7.6656 -2.9534 0.0370
H -5.8559 -2.1099 2.7843
H -3.3957 -1.8026 3.1193
H -3.3324 1.5852 0.8484
H -5.7951 1.4572 0.4093
H -7.6696 0.0026 -1.5799
H -7.6978 -1.5768 -3.4917
H -7.6757 -4.8300 -0.9985
H -7.6517 -3.3935 1.0230
*
```

=====

[3]
Below is C59H57CsIN3O8P2 as an isolated structure, with properties calculated with ωB97M-V/def2-TZVPD.

Gap between HOMO and LUMO: 8.453 eV

ORCA input file:
```
! wB97M-V def2-TZVPD RIJCOSX def2/J DEFGRID3
* xyz 0 1
Cs -0.8255 1.7368 -0.9118
O 2.2802 -2.2720 -6.2117
C 1.0569 -2.5423 -7.0030
C -0.0144 -1.4120 -6.9006
C -0.2743 -1.1352 -5.4226
C -1.1357 -2.1605 -4.6885
C -1.8655 -3.2093 -5.2866
C -2.6764 -4.0167 -4.5121
C -2.7054 -3.8715 -3.1183
C -1.9206 -2.8416 -2.6010
N -1.1707 -2.0092 -3.3560
H 2.9446 -2.1290 -6.7994
H 0.6357 -3.4263 -6.4626
H 1.3385 -2.8027 -8.0369
H -0.8981 -1.6677 -7.4851
H 0.4231 -0.4978 -7.3087
H -0.7984 -0.1522 -5.3211
H 0.6562 -0.9702 -4.8500
H -1.8534 -3.3182 -6.3493
H -3.2955 -4.7046 -5.0533
H -3.3445 -4.4573 -2.3991
H -1.9185 -2.6085 -1.5256
O -1.3229 5.3421 -0.9053
C -0.2088 4.8240 -0.8870
O 0.2044 3.9852 -0.0802
C 0.7306 5.2066 -2.0325
C 0.7830 6.5552 -2.5198
C 1.4223 6.7263 -3.7191
C 2.0551 5.6693 -4.4263
C 2.5323 5.7909 -5.7799
C 3.1288 4.7222 -6.3762
C 3.0467 3.4356 -5.7278
C 2.5267 3.2841 -4.4820
C 1.9463 4.3896 -3.7754
N 1.3346 4.1799 -2.6309
H 0.2983 7.3695 -1.9825
H 1.4476 7.6735 -4.2632
H 2.4981 6.7312 -6.2540
H 3.6502 4.6663 -7.3699
H 3.3948 2.6297 -6.3611
H 2.5752 2.3113 -4.0116
O 1.2330 -2.7778 4.4907
C 1.7856 -1.6453 4.9940
C 3.1365 -1.4799 5.3825
C 3.5725 -0.1930 5.8594
C 2.7400 0.9076 5.7958
C 1.3621 0.7054 5.4618
C 0.9215 -0.5426 5.1161
P -0.8160 -1.0222 4.8311
C -1.4482 -1.3449 6.5085
C -0.9923 -0.8128 7.7020
C -1.6392 -1.1706 8.8946
C -2.8760 -1.8833 8.8501
C -3.2940 -2.3999 7.6525
C -2.6106 -2.1247 6.4572
C -1.2850 0.7545 4.5202
C -0.7632 1.2725 3.3274
C -0.7158 2.6561 3.1226
C -1.4635 3.4757 3.9895
C -2.1667 2.9134 5.0395
C -2.0408 1.5520 5.3534
C 2.0419 -3.6908 3.8271
C 2.6579 -4.7212 4.4955
C 3.3862 -5.6285 3.7694
C 3.4928 -5.4618 2.3459
C 2.8558 -4.4312 1.6773
C 2.1249 -3.5134 2.4174
P 1.3392 -2.0144 1.6980
C -0.3373 -2.7493 1.3378
C -0.6064 -4.1303 1.3128
C -1.8552 -4.5642 1.1885
C -2.9330 -3.6846 0.9925
C -2.7154 -2.2677 0.9809
C -1.3814 -1.7984 1.1400
C 2.1274 -1.9657 0.0610
C 2.0236 -2.9007 -0.8931
C 2.9182 -2.9490 -2.0432
C 3.8772 -1.9820 -2.1215
C 4.0244 -0.9765 -1.1208
C 3.1430 -0.9654 -0.0621
H 3.8451 -2.2780 5.2478
H 4.5991 0.0426 6.1422
H 3.1098 1.9125 5.9397
H 0.6814 1.5151 5.4346
H -0.1238 -0.1946 7.7631
H -1.3332 -0.7798 9.8564
H -3.4739 -2.0393 9.7394
H -4.2406 -2.9826 7.6536
H -2.9171 -2.6501 5.5336
H -0.2268 0.5960 2.7192
H -0.1579 3.1034 2.3200
H -1.6131 4.5160 3.7576
H -2.7329 3.5388 5.7470
H -2.4681 1.1035 6.2478
H 2.5569 -4.7431 5.5625
H 3.8745 -6.3870 4.3420
H 4.0921 -6.2003 1.8353
H 3.0873 -4.3416 0.6921
H 0.1501 -4.8808 1.5380
H -2.1772 -5.5901 1.3093
H -3.9213 -4.1480 0.9610
H -3.5602 -1.5747 0.8047
H -1.1911 -0.7506 1.4048
H 1.2937 -3.7136 -0.8270
H 2.7833 -3.7185 -2.8338
H 4.5461 -1.9981 -2.9988
H 4.7997 -0.1603 -1.2109
H 3.1945 -0.1150 0.6002
O -3.8912 0.8358 0.9442
H -3.1330 0.8694 1.5023
H -3.8613 1.7528 0.6941
O 2.3040 1.5621 1.6709
H 1.8832 1.3976 2.5241
H 1.9404 2.3261 1.2084
O 0.8837 -0.1332 -2.6292
H 0.3495 -0.9402 -2.5130
H 1.5833 -0.3323 -1.9520
O -2.9752 3.6393 0.5045
H -2.4237 4.2991 0.0145
H -2.6727 3.6873 1.4117
I -6.3302 2.6515 -5.0506
C -4.3905 3.2619 -4.7023
C -3.9866 4.5032 -5.1264
C -2.7718 5.0216 -4.6207
C -2.1051 4.2333 -3.7315
N -2.4732 2.9680 -3.3615
C -3.6018 2.5117 -3.8348
H -4.5783 5.1345 -5.8059
H -2.4869 6.0605 -4.8568
H -1.2490 4.5903 -3.2453
H -3.9961 1.5479 -3.4908
*
```

=====

| no. | E (eV) |
| --- | --- |
| 1 | -112371.8495 |
| 2 | -119224.1209 |
| 3 | -110184.5118 |